Entry 1:
DFT (wB97M-V/def2-TZVPD) results for the ion C10H20NOS with charge +1.

## Properties
Orbital gap in eV: 9.63
LUMO energy in eV: -3.94
Net charge: +1
ΔE to the lowest compared entry with this formula, charge and spin in kJ/mol: 0.0
Calculated total energy in eV: -25060.784
Max |F| in eV/Å: 0.33

```
33
Properties=species:S:1:pos:R:3:mulliken_charge:R:1
C -1.961 4.669 -0.803 -1.115
C -1.275 3.368 -0.961 0.717
N -1.903 2.296 -1.367 -0.111
C -1.076 1.104 -1.573 -0.511
C 0.005 1.239 -0.522 -0.060
O 1.080 0.467 -0.729 -0.293
C 1.697 -0.100 0.455 -1.405
C 0.853 -1.155 1.155 1.201
C 1.395 -1.292 2.591 -1.753
C 0.780 -2.538 0.444 0.475
C -0.649 -3.092 0.521 -1.492
C 1.248 -2.565 -1.013 -1.581
S 0.364 3.135 -0.616 -0.141
H -2.863 4.721 -1.410 0.366
H -1.286 5.489 -1.044 0.373
H -2.239 4.774 0.249 0.303
H -2.884 2.298 -1.615 0.271
H -0.657 1.121 -2.583 0.253
H -1.657 0.196 -1.420 0.283
H -0.436 1.157 0.478 0.403
H 1.954 0.720 1.136 0.443
H 2.628 -0.529 0.093 0.456
H -0.176 -0.783 1.242 0.145
H 0.924 -0.572 3.262 0.384
H 2.472 -1.107 2.624 0.399
H 1.212 -2.291 2.983 0.433
H 1.423 -3.229 0.996 0.354
H -1.234 -2.765 -0.345 0.334
H -0.653 -4.183 0.522 0.397
H -1.167 -2.765 1.426 0.412
H 2.308 -2.332 -1.126 0.362
H 0.667 -1.883 -1.636 0.224
H 1.106 -3.571 -1.414 0.473
```

Entry 2:
DFT (wB97M-V/def2-TZVPD) results for a structure of composition C10H20O20S5 in a non-equilibrium geometry.

## Properties
Orbital gap in eV: 11.15
LUMO energy in eV: 0.09
Net charge: 0
ΔE to the lowest compared entry with this formula, charge and spin in kJ/mol: 356.6
Calculated total energy in eV: -105812.274
Max |F| in eV/Å: 4.40

```
55
Properties=species:S:1:pos:R:3:mulliken_charge:R:1
C 4.168 -0.437 -2.336 -0.197
C 3.046 -0.963 -3.329 -0.233
O 3.284 -0.082 -4.453 -0.340
S 3.394 1.447 -4.011 1.130
O 2.043 1.972 -3.905 -0.471
O 4.329 2.247 -4.750 -0.537
O 4.132 1.002 -2.546 -0.366
H 5.176 -0.727 -2.633 0.303
H 3.740 -0.693 -1.366 0.258
H 2.007 -0.762 -3.068 0.161
H 3.115 -2.021 -3.581 0.295
C -2.990 -3.880 -0.021 -0.382
C -2.975 -2.741 1.049 0.525
O -4.346 -2.250 1.058 -0.440
S -5.017 -2.317 -0.506 1.044
O -4.672 -1.038 -1.139 -0.476
O -6.374 -2.803 -0.496 -0.538
O -3.981 -3.513 -0.950 -0.375
H -3.379 -4.787 0.442 0.378
H -2.075 -4.147 -0.549 0.289
H -2.376 -1.854 0.843 -0.439
H -2.772 -3.304 1.960 0.394
C 0.758 -2.441 2.874 -0.281
C 0.674 -3.230 4.179 -0.384
O 1.011 -4.467 3.525 -0.349
S 0.051 -4.655 2.184 1.078
O -1.214 -5.262 2.602 -0.539
O 0.796 -5.238 1.041 -0.585
O 0.000 -3.079 1.894 -0.095
H 1.798 -2.281 2.588 0.271
H 0.281 -1.468 2.987 0.239
H -0.381 -3.391 4.401 0.324
H 1.410 -2.933 4.927 0.306
C 2.460 5.713 -0.645 -0.270
C 2.462 6.189 0.795 -0.212
O 1.304 5.666 1.315 -0.406
S 0.083 5.424 0.198 1.035
O -0.451 6.731 -0.180 -0.553
O -0.743 4.257 0.519 -0.386
O 1.246 5.009 -0.822 -0.264
H 3.270 5.043 -0.933 0.258
H 2.450 6.554 -1.339 0.273
H 2.713 7.249 0.833 0.245
H 3.185 5.785 1.504 0.276
C -2.811 1.294 -0.166 -0.224
C -2.164 0.746 1.103 -0.501
O -1.015 -0.052 0.771 -0.241
S -0.826 -0.196 -0.893 1.114
O -0.636 -1.591 -1.275 -0.569
O 0.174 0.757 -1.399 -0.460
O -2.403 0.313 -1.083 -0.328
H -2.437 2.235 -0.571 0.256
H -3.901 1.290 -0.144 0.299
H -2.803 0.135 1.741 0.295
H -1.816 1.545 1.757 0.394
```

Entry 3:
DFT (wB97M-V/def2-TZVPD) results for the molecule C10H20OS4 in a non-equilibrium geometry.

## Properties
Orbital gap in eV: 9.20
LUMO energy in eV: 0.69
Net charge: 0
ΔE to the lowest compared entry with this formula, charge and spin in kJ/mol: 0.0
Calculated total energy in eV: -56082.985
SMILES string: OC1CSCCSCCCSCCSC1
Max |F| in eV/Å: 1.13

```
35
Properties=species:S:1:pos:R:3:mulliken_charge:R:1
C 1.607 1.209 2.132 0.129
C 1.930 1.102 0.632 0.531
C 2.395 -1.553 -0.106 -0.494
C 2.346 -1.900 -1.597 -0.750
C -0.145 -1.129 -2.759 -0.876
C -0.930 -0.814 -1.491 0.436
C -2.436 -0.817 -1.734 -0.953
C -2.980 1.163 0.227 -0.638
C -2.525 1.224 1.689 -0.688
C 0.162 1.691 2.338 -1.026
H 2.612 -0.340 2.601 0.365
H 2.267 1.973 2.580 0.255
H 2.225 2.104 0.253 0.445
H 1.095 0.759 0.057 -1.001
H 2.903 -2.377 0.428 0.454
H 1.418 -1.451 0.329 0.148
H 1.822 -2.857 -1.728 0.412
H 3.377 -2.058 -1.967 0.407
H -0.224 -2.219 -3.028 0.361
H -0.534 -0.570 -3.621 0.402
H -0.711 -1.504 -0.686 0.197
H -0.614 0.183 -1.124 -0.249
H -2.704 -0.084 -2.497 0.416
H -2.767 -1.791 -2.100 0.393
H -3.864 1.828 0.082 0.417
H -2.187 1.532 -0.456 0.276
H -2.375 2.277 1.982 0.405
H -3.331 0.825 2.355 0.381
H 0.040 2.020 3.373 0.388
H -0.079 2.511 1.681 0.511
O 1.736 -0.007 2.811 -0.533
S 3.303 -0.027 0.265 -0.194
S 1.614 -0.674 -2.718 -0.138
S -3.449 -0.537 -0.260 -0.128
S -1.000 0.308 2.058 -0.062
```